DFT (ωB97M-V with the def2-TZVPD basis set) results for a molecular structure, C47H51FeN2O8P2S4 in a non-equilibrium geometry.

Geometry as ORCA input:
```
! RIJCOSX wB97M-V def2-TZVPD def2/J DEFGRID3
* xyz 0 6
N -1.522 -1.677 -2.228
H 6.928 -1.616 -0.187
H -0.173 -1.466 5.245
H 2.560 -0.358 -1.772
H 1.733 3.487 -0.362
C -1.503 -4.144 2.096
C -1.875 -5.268 2.893
H 2.657 -1.216 -6.936
C -1.774 3.606 -1.890
O -0.244 0.617 -2.219
H -1.787 -2.067 1.699
H -5.794 1.840 2.317
C -3.221 3.145 -2.230
C 5.704 -1.419 -1.922
C 0.523 2.093 3.937
H -4.134 -5.550 -1.505
C 2.496 -0.623 -6.051
C 0.051 -0.287 -3.145
C 0.042 3.202 1.092
H -1.069 2.848 -1.567
H -2.383 3.466 -4.798
H -1.352 4.156 -2.717
H 0.453 0.219 6.819
H -3.906 3.969 -2.579
C -1.993 -2.837 -2.332
H 5.466 1.278 4.799
H 1.353 5.750 -0.800
C 0.132 1.065 3.073
S -1.489 -3.932 -3.612
H 1.733 1.298 -0.408
H 3.620 2.195 -4.491
C 1.961 1.100 -3.859
H 0.041 -5.117 1.008
C 1.399 -0.826 -5.228
S -3.904 0.927 1.216
H -1.231 1.927 -6.429
C -0.323 5.868 0.556
C 3.187 -0.403 2.806
H -3.926 -3.842 5.142
H 4.219 1.416 2.480
H -6.094 0.296 1.526
C 1.791 1.107 0.678
H 0.725 3.124 3.631
C -1.220 5.148 1.366
H -1.743 3.224 2.377
H -3.572 -5.040 -3.827
C -0.586 -4.251 1.071
C 3.345 0.415 -5.740
H 4.319 0.440 -6.298
C 4.666 0.602 4.437
O 1.366 -1.608 1.152
H -2.943 1.555 -6.490
C -3.118 -5.096 -1.688
H 2.367 1.894 1.181
C -2.846 -2.721 3.533
C 4.464 -1.026 -2.288
C -2.172 2.420 -4.611
H -0.550 6.918 0.462
C 3.718 -0.782 0.031
C -2.721 -5.239 -3.146
H -2.277 -6.135 -3.461
C -0.032 -0.432 4.882
H -0.290 -3.402 0.446
C -3.208 -3.871 4.317
H -3.082 -5.940 4.549
C 2.848 -1.444 3.705
H -1.874 4.304 -1.064
C 0.358 0.551 5.786
H -6.068 1.828 0.606
O -3.729 0.239 -0.102
H -1.207 2.367 -4.124
C 3.447 -1.476 4.943
H -1.826 0.493 -5.518
C 3.486 -0.634 -1.347
C 4.293 -0.441 5.306
H -1.540 -6.247 2.640
H -3.208 -1.757 3.720
C 5.954 -1.488 -0.570
P 0.141 1.382 1.312
S -3.457 1.856 -3.521
H 4.189 -0.857 -3.369
S -3.183 -3.381 -1.194
H -0.556 -0.986 2.858
H 0.799 2.693 5.971
C 1.073 0.042 -4.142
H 2.194 -2.281 3.393
C 0.881 3.864 0.172
Fe -1.929 0.084 -1.119
C 0.581 1.804 5.329
C -1.065 3.811 1.660
H -2.070 5.687 1.694
N -0.553 -1.433 -3.250
O -3.523 0.092 2.306
C -2.083 -2.902 2.398
H 0.716 -1.627 -5.485
O -3.253 2.272 1.217
C -2.696 -5.096 3.999
C -0.175 -0.218 3.534
C -5.616 1.264 1.387
C 4.076 0.648 3.194
O -3.018 0.545 -2.909
C -2.088 1.525 -5.831
H 5.294 -1.072 1.461
H 4.725 -0.525 6.308
H -3.563 2.625 -1.359
O 1.738 1.996 -2.880
H -2.339 -5.646 -1.156
H 6.462 -1.586 -2.675
C 5.009 -1.185 0.381
P 2.421 -0.552 1.187
O -0.848 0.521 0.547
H 0.879 1.598 -2.407
C 0.733 5.218 -0.034
H 3.159 -2.196 5.736
C 3.052 1.299 -4.697
*
```

Properties
- energy relative to the best compared isomer or geometry (same formula, charge and spin) (eV) = 0.000
- HOMO energy (alpha / beta) (eV) = -6.54 / -7.72
- <S²> = 8.803
- total energy (Eh) = -6072.2477